i.
C33H88O11 | wB97M-V/def2-TZVPD

Geometry (Å):
C -7.274 -4.852 -7.416
C -6.004 -4.629 -6.586
C -5.906 -3.262 -5.963
O -6.021 -5.682 -5.602
H -7.437 -4.036 -8.120
H -8.161 -4.804 -6.783
H -7.350 -5.750 -8.029
H -5.087 -4.727 -7.167
H -5.702 -2.510 -6.725
H -5.117 -3.129 -5.224
H -6.854 -3.045 -5.470
H -6.929 -5.929 -5.411
C -0.841 0.210 -0.038
C 0.160 1.255 -0.322
C 1.068 1.513 0.892
O 0.951 0.944 -1.406
H -1.639 0.592 0.598
H -0.510 -0.750 0.357
H -1.235 -0.123 -0.998
H -0.447 2.137 -0.528
H 1.743 2.358 0.757
H 1.666 0.642 1.159
H 0.427 1.590 1.770
H 0.393 0.862 -2.182
C 8.746 7.994 2.985
C 8.969 7.397 1.557
C 7.989 6.365 1.113
O 9.019 8.452 0.649
H 7.725 8.371 3.051
H 9.534 8.691 3.269
H 8.828 7.167 3.691
H 9.989 7.012 1.571
H 8.092 5.421 1.648
H 7.938 6.168 0.042
H 7.012 6.769 1.377
H 9.149 8.119 -0.242
C 5.868 -2.624 -0.179
C 6.648 -1.378 -0.504
C 8.112 -1.643 -0.566
O 6.217 -0.891 -1.798
H 6.169 -3.423 -0.856
H 4.788 -2.498 -0.252
H 5.876 -2.950 0.861
H 6.471 -0.650 0.288
H 8.525 -1.873 0.416
H 8.735 -0.829 -0.935
H 8.394 -2.526 -1.139
H 5.302 -0.603 -1.762
C -0.596 -2.544 5.847
C -1.016 -1.793 7.087
C -1.166 -0.288 6.866
O -2.248 -2.312 7.498
H -0.483 -3.623 5.949
H 0.223 -2.030 5.345
H -1.394 -2.487 5.107
H -0.264 -2.004 7.847
H -0.247 0.096 6.425
H -1.447 0.165 7.817
H -1.935 -0.131 6.109
H -2.887 -2.167 6.796
C -2.132 -7.630 -0.501
C -1.284 -6.993 -1.579
C 0.198 -7.300 -1.321
O -1.682 -7.591 -2.775
H -3.196 -7.429 -0.623
H -1.869 -7.196 0.464
H -1.937 -8.699 -0.410
H -1.459 -5.918 -1.552
H 0.567 -8.326 -1.306
H 0.409 -6.838 -0.356
H 0.882 -6.848 -2.039
H -2.530 -7.217 -3.024
C -5.987 -3.392 2.339
C -6.523 -3.819 3.685
C -5.834 -5.099 4.198
O -6.208 -2.828 4.597
H -6.166 -4.219 1.652
H -4.905 -3.266 2.387
H -6.478 -2.522 1.903
H -7.606 -3.938 3.720
H -6.390 -6.016 4.003
H -5.735 -5.103 5.284
H -4.765 -5.155 3.995
H -6.458 -1.949 4.304
C 1.204 -0.546 -7.725
C 0.041 -1.116 -6.922
C 0.429 -2.402 -6.139
O -0.500 -0.169 -5.996
H 1.597 -1.312 -8.392
H 2.036 -0.316 -7.059
H 0.924 0.376 -8.235
H -0.805 -1.412 -7.542
H 1.257 -2.226 -5.453
H 0.744 -3.239 -6.762
H -0.359 -2.734 -5.463
H -1.188 0.347 -6.422
C 1.112 8.034 -0.304
C -0.209 8.826 -0.390
C -1.052 8.476 -1.615
O -1.020 8.676 0.806
H 1.668 8.279 0.601
H 1.814 8.292 -1.096
H 0.826 6.982 -0.335
H 0.012 9.890 -0.472
H -1.335 7.423 -1.643
H -0.471 8.692 -2.512
H -1.911 9.122 -1.796
H -0.454 8.884 1.553
C 6.052 -0.526 5.872
C 7.246 0.464 5.657
C 6.764 1.885 5.419
O 8.055 0.367 6.787
H 6.329 -1.518 6.231
H 5.360 -0.566 5.031
H 5.397 -0.181 6.671
H 7.742 0.097 4.758
H 6.092 2.029 4.573
H 7.612 2.560 5.298
H 6.185 2.329 6.228
H 8.533 -0.463 6.724
C -6.519 3.009 -1.439
C -7.878 3.380 -2.014
C -8.780 2.181 -2.188
O -8.479 4.365 -1.250
H -6.760 2.497 -0.508
H -5.894 3.876 -1.220
H -6.065 2.394 -2.216
H -7.694 3.826 -2.992
H -8.350 1.453 -2.875
H -9.766 2.478 -2.547
H -9.086 1.655 -1.283
H -7.899 5.083 -0.988

For the highest occupied orbital energy, the calculation gives -10.04 eV. The calculation puts the gap between HOMO and LUMO at 10.08 eV.


ii.
C33H88O11 | wB97M-V/def2-TZVPD

Geometry (Å):
C 6.868 -3.042 -0.292
C 6.303 -1.638 -0.176
C 4.994 -1.283 -0.875
O 6.166 -1.479 1.267
H 6.870 -3.424 -1.347
H 6.216 -3.714 0.269
H 7.891 -3.114 0.112
H 7.046 -0.938 -0.604
H 5.037 -1.417 -1.948
H 4.713 -0.259 -0.659
H 4.173 -1.870 -0.513
H 5.838 -0.605 1.467
C 3.222 -0.345 2.808
C 3.707 1.142 2.751
C 4.194 1.655 4.157
O 4.797 1.208 1.933
H 2.904 -0.715 1.824
H 2.371 -0.508 3.491
H 3.975 -1.022 3.149
H 2.831 1.725 2.454
H 3.327 1.733 4.864
H 4.621 2.632 3.991
H 4.916 0.931 4.527
H 5.315 2.000 1.991
C -1.885 -4.430 2.156
C -0.474 -4.863 2.476
C 0.607 -4.112 1.691
O -0.234 -4.717 3.877
H -1.955 -3.376 2.438
H -2.651 -4.971 2.758
H -2.113 -4.525 1.085
H -0.383 -5.935 2.318
H 0.512 -4.392 0.633
H 1.636 -4.393 1.999
H 0.476 -3.028 1.824
H 0.025 -3.800 4.007
C 2.141 -3.813 -2.159
C 3.408 -4.632 -1.931
C 3.197 -5.936 -1.129
O 3.767 -4.894 -3.323
H 2.346 -2.894 -2.696
H 1.750 -3.578 -1.184
H 1.416 -4.446 -2.739
H 4.230 -4.018 -1.575
H 2.536 -6.558 -1.734
H 2.730 -5.698 -0.170
H 4.090 -6.470 -0.896
H 4.611 -5.378 -3.325
C -2.265 3.914 -4.820
C -2.218 3.147 -3.494
C -3.490 2.510 -2.984
O -1.227 2.158 -3.718
H -2.442 3.095 -5.533
H -1.247 4.278 -4.979
H -3.050 4.677 -4.860
H -1.789 3.755 -2.676
H -3.910 1.777 -3.685
H -4.278 3.302 -2.897
H -3.412 2.098 -1.976
H -1.251 1.521 -2.967
C 0.073 4.783 3.641
C 0.616 3.650 2.803
C 0.279 2.352 3.381
O -0.027 3.725 1.544
H 0.487 4.750 4.645
H -1.016 4.763 3.643
H 0.355 5.729 3.148
H 1.687 3.831 2.690
H 0.675 2.297 4.398
H 0.721 1.505 2.825
H -0.775 2.139 3.380
H 0.404 4.344 0.964
C -2.065 -3.770 -1.809
C -2.537 -4.068 -3.250
C -2.549 -2.825 -4.146
O -1.709 -5.114 -3.672
H -1.350 -2.935 -1.782
H -1.538 -4.640 -1.329
H -2.922 -3.539 -1.144
H -3.541 -4.502 -3.183
H -3.199 -2.026 -3.724
H -2.929 -3.026 -5.156
H -1.522 -2.431 -4.232
H -1.528 -5.118 -4.637
C 3.264 2.677 -0.478
C 2.809 3.979 -1.072
C 1.416 3.740 -1.763
O 2.768 4.927 0.006
H 3.276 1.943 -1.269
H 2.554 2.311 0.287
H 4.273 2.728 -0.088
H 3.542 4.351 -1.817
H 1.022 4.581 -2.387
H 0.682 3.339 -1.091
H 1.657 3.027 -2.592
H 2.636 5.798 -0.369
C -6.039 0.798 -1.134
C -4.834 0.299 -0.355
C -5.287 -0.473 0.875
O -4.053 -0.614 -1.136
H -6.579 1.538 -0.605
H -6.726 -0.034 -1.308
H -5.758 1.210 -2.078
H -4.146 1.112 -0.110
H -4.421 -0.681 1.543
H -5.750 -1.436 0.627
H -6.026 0.102 1.467
H -4.556 -1.374 -1.492
C -1.002 -0.716 0.721
C -0.509 0.306 -0.331
C 0.911 -0.095 -0.846
O -1.327 0.255 -1.563
H -1.231 -1.678 0.224
H -1.908 -0.402 1.206
H -0.259 -0.806 1.491
H -0.612 1.286 0.049
H 1.636 -0.083 -0.022
H 1.278 0.598 -1.603
H 0.969 -1.099 -1.313
H -2.233 -0.089 -1.379
C -5.448 4.850 2.037
C -4.920 3.403 2.113
C -3.410 3.255 1.879
O -5.236 2.793 3.379
H -5.243 5.199 1.037
H -4.802 5.500 2.631
H -6.508 4.950 2.303
H -5.435 2.783 1.376
H -3.153 3.581 0.875
H -3.136 2.183 2.033
H -2.854 3.893 2.537
H -4.877 3.382 4.056

For the highest occupied orbital energy, the calculation gives -9.45 eV. The calculation puts the gap between HOMO and LUMO at 9.88 eV.


iii.
C33H88O11 | wB97M-V/def2-TZVPD

Geometry (Å):
C 0.506 4.502 -4.458
C 1.044 3.758 -3.252
C 0.616 2.312 -3.208
O 2.495 3.800 -3.301
H 0.923 5.508 -4.450
H -0.586 4.529 -4.421
H 0.726 3.992 -5.401
H 0.762 4.331 -2.365
H 0.691 1.790 -2.258
H 1.044 1.776 -4.061
H -0.441 2.183 -3.495
H 2.731 3.961 -4.220
C 2.242 1.419 3.639
C 1.054 0.797 4.379
C -0.226 1.573 4.111
O 1.039 -0.581 4.047
H 3.156 0.866 3.865
H 2.456 2.456 3.906
H 2.077 1.402 2.557
H 1.362 0.888 5.432
H -1.050 1.391 4.797
H -0.569 1.308 3.109
H 0.093 2.612 4.083
H 0.391 -1.097 4.559
C -4.045 1.289 2.806
C -5.251 1.120 3.717
C -5.950 2.363 4.166
O -6.188 0.281 3.003
H -3.563 2.262 2.911
H -4.377 1.149 1.776
H -3.299 0.525 3.019
H -4.937 0.534 4.590
H -6.534 2.875 3.400
H -5.242 3.083 4.584
H -6.674 2.073 4.934
H -6.916 0.030 3.579
C 3.404 -3.374 0.593
C 2.706 -3.546 1.946
C 3.126 -2.607 3.050
O 1.303 -3.322 1.637
H 4.486 -3.531 0.727
H 3.408 -2.452 0.014
H 3.116 -4.246 0.001
H 2.853 -4.603 2.183
H 4.192 -2.758 3.240
H 2.570 -2.908 3.943
H 2.897 -1.563 2.866
H 0.924 -2.781 2.344
C 4.097 -3.143 -5.104
C 3.153 -2.401 -5.992
C 2.554 -1.162 -5.339
O 3.868 -2.057 -7.194
H 4.971 -2.535 -4.841
H 4.543 -4.004 -5.604
H 3.641 -3.424 -4.156
H 2.376 -3.088 -6.352
H 1.838 -1.398 -4.547
H 1.990 -0.528 -6.027
H 3.368 -0.572 -4.912
H 3.252 -1.951 -7.921
C 3.790 0.512 -1.363
C 4.571 -0.290 -2.391
C 5.749 0.473 -2.997
O 5.120 -1.472 -1.753
H 4.353 0.657 -0.440
H 2.830 0.059 -1.130
H 3.729 1.481 -1.866
H 3.846 -0.670 -3.117
H 5.396 1.393 -3.476
H 6.256 -0.124 -3.751
H 6.363 0.839 -2.175
H 5.700 -1.941 -2.358
C -0.515 -1.307 -2.171
C -0.424 -1.528 -0.663
C -1.627 -0.898 0.041
O -0.455 -2.924 -0.445
H -1.459 -1.684 -2.578
H 0.327 -1.750 -2.696
H -0.600 -0.240 -2.403
H 0.485 -1.031 -0.307
H -1.568 -0.996 1.126
H -2.539 -1.390 -0.306
H -1.742 0.161 -0.183
H 0.158 -3.113 0.292
C -5.706 3.992 0.395
C -4.575 4.184 -0.634
C -4.163 2.850 -1.201
O -5.102 5.069 -1.615
H -6.631 3.651 -0.076
H -5.899 4.919 0.933
H -5.478 3.197 1.112
H -3.729 4.675 -0.156
H -3.656 2.192 -0.490
H -3.441 2.923 -2.021
H -5.022 2.312 -1.611
H -5.795 4.646 -2.128
C 0.433 -6.748 -3.080
C 0.445 -5.450 -2.294
C 1.488 -4.497 -2.874
O -0.851 -4.877 -2.525
H 0.626 -6.590 -4.146
H -0.565 -7.192 -3.065
H 1.160 -7.503 -2.778
H 0.569 -5.645 -1.226
H 1.099 -3.930 -3.725
H 2.304 -5.013 -3.401
H 2.011 -3.811 -2.204
H -0.864 -4.022 -2.062
C -1.208 6.036 1.086
C -1.174 4.580 1.575
C -0.144 3.709 0.899
O -0.814 4.561 2.945
H -0.252 6.319 0.629
H -1.369 6.736 1.906
H -1.890 6.291 0.271
H -2.140 4.113 1.343
H 0.870 4.101 1.020
H -0.363 3.559 -0.161
H -0.083 2.723 1.356
H -1.148 5.299 3.460
C -2.334 -1.320 5.147
C -1.668 -2.647 5.469
C -1.766 -3.721 4.406
O -0.307 -2.306 5.776
H -3.382 -1.423 4.870
H -1.845 -0.785 4.326
H -2.159 -0.657 5.994
H -2.094 -3.051 6.397
H -1.595 -4.753 4.702
H -1.113 -3.361 3.604
H -2.765 -3.745 3.959
H 0.140 -2.913 6.370

For the highest occupied orbital energy, the calculation gives -9.38 eV. The calculation puts the gap between HOMO and LUMO at 9.85 eV.


Least stable of them? i.